Molecular formula: C10H20F3NO5PS
Method: DFT, the ωB97M-V functional and the def2-TZVPD basis

Calculated values
HOMO-LUMO gap: 7.98 eV
charge: -1
calculated total energy: -1863.14978 hartree

The geometry in XYZ format:
```
41
Properties=species:S:1:pos:R:3:forces:R:3
O 0.053 -2.505 4.489 0.043 -0.043 -0.102
C -0.900 -2.737 3.456 0.267 0.096 -0.105
C -0.400 -3.765 2.445 0.432 -0.222 0.146
C 0.218 -3.154 1.168 0.022 0.129 -0.293
C -0.745 -3.169 -0.018 -0.277 0.119 -0.002
O -1.548 -2.033 0.169 0.104 0.000 -0.135
P -0.483 -0.711 0.473 0.731 0.482 0.082
N -1.723 0.524 -0.503 0.045 -0.429 0.263
C -2.854 0.463 -0.158 -0.061 0.408 -0.138
S -4.369 0.433 0.366 -0.107 -0.024 -0.057
O 0.566 -1.795 1.326 -0.007 0.058 0.304
C -2.187 -3.167 4.115 -0.071 0.275 0.143
F -2.606 -2.266 5.022 0.029 -0.064 0.058
F -3.165 -3.287 3.206 -0.014 -0.145 -0.044
F -2.086 -4.350 4.759 0.019 -0.045 -0.015
H 0.800 -2.087 4.042 -0.065 0.049 0.059
H -1.099 -1.791 2.957 -0.298 -0.038 -0.092
H 0.381 -4.334 2.955 -0.078 -0.014 0.127
H -1.172 -4.494 2.194 -0.106 0.124 -0.138
H 1.145 -3.678 0.916 -0.094 -0.245 0.034
H -0.184 -3.114 -0.961 0.016 0.038 -0.006
H -1.395 -4.046 -0.062 0.089 -0.091 0.102
H 0.180 -0.920 -0.775 -0.353 -0.159 -0.159
H 0.410 0.394 0.706 -0.080 -0.017 0.021
H -1.228 -0.334 1.624 -0.234 -0.272 -0.064
C 2.279 5.269 -2.996 -0.013 0.000 0.012
O 1.542 4.459 -3.889 0.000 -0.007 0.034
C 2.068 3.148 -4.030 -0.047 0.040 -0.111
C 1.369 2.134 -3.149 0.012 -0.160 0.130
O 1.558 2.396 -1.776 0.118 0.264 -0.060
C 0.460 3.064 -1.166 -0.122 -0.048 0.069
H 1.649 6.115 -2.724 0.003 0.012 -0.033
H 2.551 4.725 -2.089 -0.008 0.003 0.003
H 3.191 5.648 -3.476 0.019 -0.019 0.023
H 3.143 3.147 -3.817 0.004 0.004 0.016
H 1.931 2.860 -5.078 0.016 -0.023 0.010
H 1.800 1.148 -3.354 -0.038 -0.009 -0.040
H 0.302 2.088 -3.391 -0.001 0.024 -0.010
H -0.348 2.360 -0.962 -0.009 0.017 -0.001
H 0.084 3.880 -1.790 0.063 -0.001 -0.040
H 0.812 3.483 -0.223 0.053 -0.067 0.010
```
Positions in Å, forces in eV/Å.